The molecule C2H3NS2, computed with ωB97M-V/def2-TZVPD.

Properties
Energy above the lowest of the compared OMol25 structures with the same formula, charge and spin, kcal per mole: 9.4
HOMO level, eV: -8.156
2S+1: 1
Total charge: 0
SMILES: C1=NCSS1

```
8
C2H3NS2, DFT ωB97M-V/def2-TZVPD
C 0.161 -1.264 -0.260
C 0.282 1.016 -0.091
N 0.891 -0.248 -0.391
S -1.484 -1.184 0.476
S -1.448 0.895 0.707
H 0.421 -2.350 -0.478
H 0.869 1.304 0.754
H 0.308 1.831 -0.717
```